No. 1
ORCA calculation (ωB97M-V with the def2-TZVPD basis set) on C58H70N2O10Sn as an isolated structure at a distorted geometry.

* ΔE to the lowest compared entry with this formula, charge and spin: 29.78 kcal/mol
* frontier orbital gap: 5.73 eV
* total charge: -2
* highest occupied orbital energy: -1.9 eV

Geometry (Å):
Sn 0.1640 2.3418 1.5526
C -0.7498 -1.2065 -0.6445
O -0.3832 -0.6443 0.6170
C -0.2746 -1.5819 1.5943
C 0.9432 -2.2404 1.7815
C 2.2553 -1.6277 1.3030
C 2.4558 -1.2161 -0.1398
C 3.0058 -2.1015 -1.0580
C 3.2914 -1.7375 -2.3727
C 2.9190 -0.4425 -2.7480
C 2.3376 0.4668 -1.8789
C 1.7843 1.7836 -2.3901
C 0.3166 1.5931 -2.7792
C -0.0220 0.6286 -3.7207
C -1.3381 0.2382 -3.9580
C -2.3276 0.8381 -3.1940
C -2.0426 1.8345 -2.2634
C -3.1638 2.3406 -1.3716
C -3.6317 1.1852 -0.5178
C -4.7145 0.4101 -0.9179
C -5.0992 -0.7514 -0.2517
C -4.3211 -1.1134 0.8504
C -3.2451 -0.3643 1.2957
C -2.4869 -0.7861 2.5379
C -1.3688 -1.8146 2.4175
C -1.3245 -2.9381 3.2440
C -0.2045 -3.7632 3.3037
C 0.9397 -3.3538 2.6126
C -0.1608 -5.0336 4.1561
C 0.2861 -6.2179 3.2889
C 0.8360 -4.8491 5.3101
C -1.5270 -5.3760 4.7508
C -2.8859 0.8529 0.6405
O -1.9356 1.6095 1.0983
C -6.3101 -1.5926 -0.6506
C -7.3326 -1.6056 0.4973
C -5.8774 -3.0362 -0.9464
C -7.0075 -1.0439 -1.8954
C -0.7232 2.2471 -2.1106
O -0.4571 3.2963 -1.2669
C 0.0271 4.4691 -1.9412
C -1.6299 -0.8779 -4.9633
C -1.0838 -0.4864 -6.3446
C -0.9425 -2.1662 -4.4894
C -3.1298 -1.1523 -5.1022
C 2.1631 0.1331 -0.5020
O 1.7519 0.9758 0.3875
C 3.9714 -2.6686 -3.3778
C 5.2134 -1.9811 -3.9682
C 4.4278 -3.9762 -2.7278
C 3.0033 -3.0158 -4.5172
H -1.7824 -1.5721 -0.6195
H -0.0715 -2.0188 -0.9196
H -0.6672 -0.4110 -1.3802
H 3.0616 -2.3027 1.6021
H 2.3660 -0.7070 1.8834
H 3.2289 -3.1077 -0.7097
H 3.0792 -0.1221 -3.7771
H 2.3600 2.1169 -3.2576
H 1.8727 2.5303 -1.6020
H 0.7887 0.1191 -4.2319
H -3.3587 0.5132 -3.2748
H -3.9901 2.6963 -1.9919
H -2.8078 3.1542 -0.7440
H -5.2583 0.7357 -1.8014
H -4.5631 -2.0203 1.4049
H -3.1930 -1.1596 3.2826
H -2.0391 0.1253 2.9418
H -2.1920 -3.1439 3.8608
H 1.8751 -3.8925 2.7431
H 1.2679 -6.0408 2.8467
H -0.4230 -6.3812 2.4728
H 0.3415 -7.1330 3.8890
H 1.8474 -4.6888 4.9313
H 0.8465 -5.7329 5.9575
H 0.5621 -3.9795 5.9122
H -2.2848 -5.4680 3.9688
H -1.8568 -4.6147 5.4625
H -1.4650 -6.3295 5.2840
H -6.8780 -1.9675 1.4215
H -8.1847 -2.2512 0.2539
H -7.7044 -0.5943 0.6826
H -5.4285 -3.5016 -0.0660
H -5.1343 -3.0539 -1.7487
H -6.7378 -3.6431 -1.2535
H -7.3447 -0.0166 -1.7377
H -7.8841 -1.6564 -2.1285
H -6.3414 -1.0600 -2.7632
H 0.2536 4.2453 -2.9853
H 0.9196 4.8225 -1.4342
H -0.7503 5.2377 -1.9029
H -0.0042 -0.3270 -6.3118
H -1.5523 0.4401 -6.6881
H -1.2901 -1.2746 -7.0775
H 0.1388 -2.0338 -4.4153
H -1.1451 -2.9871 -5.1874
H -1.3088 -2.4518 -3.4993
H -3.6707 -0.2525 -5.4087
H -3.5551 -1.5090 -4.1601
H -3.2901 -1.9233 -5.8618
H 5.8961 -1.6894 -3.1659
H 4.9432 -1.0777 -4.5193
H 5.7431 -2.6540 -4.6542
H 5.0971 -3.7837 -1.8851
H 4.9644 -4.5838 -3.4623
H 3.5774 -4.5593 -2.3639
H 2.7394 -2.1243 -5.0942
H 2.0828 -3.4405 -4.1113
H 3.4490 -3.7461 -5.2045
O -2.2781 4.0986 4.8448
C -1.5127 3.8078 3.9164
O -1.0386 2.6849 3.5855
C -0.9527 4.9487 3.0782
C -1.5556 6.1959 3.0057
C -0.9148 7.1883 2.2777
C 0.3283 6.9218 1.7111
C 0.8414 5.6357 1.8094
N 0.1792 4.6656 2.4376
C 2.2001 5.2536 1.2171
O 3.0872 6.1321 1.2579
O 2.2695 4.0805 0.7676
H -2.4919 6.3608 3.5210
H -1.3725 8.1646 2.1648
H 0.9071 7.6776 1.1978
O 3.0010 4.2309 4.4346
C 3.2720 3.1806 3.6611
O 2.4029 2.4865 3.2043
C 4.7669 2.8762 3.4529
N 5.5765 3.4935 4.5325
C 6.6423 4.3217 3.9379
C 6.0288 4.7585 2.6167
C 5.3302 3.4817 2.1545
H 4.8334 1.7902 3.4270
H 5.9211 2.8135 5.1917
H 3.8578 4.4991 4.8122
H 7.5590 3.7468 3.7483
H 6.8944 5.1497 4.6037
H 6.7722 5.1163 1.9050
H 5.2953 5.5565 2.7550
H 6.0611 2.7925 1.7255
H 4.5525 3.6602 1.4142

Atoms 1-3, force components in eV/Å:
0.2 -0.4 0.0
0.0 0.1 0.1
0.0 0.0 -0.3

Atomic partial charges in e from the Mulliken method, atoms 1 to 6:
1. Sn 3.222
2. C -0.951
3. O 1.201
4. C -0.828
5. C 0.202
6. C -1.585

---

No. 2
ORCA calculation (ωB97M-V with the def2-TZVPD basis set) on C17H24N4OS as an isolated structure at a distorted geometry.

* ΔE to the lowest compared entry with this formula, charge and spin: 338.01 kcal/mol
* frontier orbital gap: 8.00 eV
* highest occupied orbital energy: -7.9 eV

Geometry (Å):
C -4.1989 -2.4345 -0.3084
H -5.0005 -2.7273 0.1371
H -3.3527 -3.1317 -0.2865
C -3.6594 -1.1359 0.0988
C -4.7125 -0.1610 -0.2242
C -4.3169 1.2205 0.6457
C -2.9238 1.4382 0.4215
C -1.9712 0.6585 -0.3150
C -0.7030 1.2227 -0.5046
C -0.6011 2.5462 -0.2137
N 0.3202 3.5892 -0.4694
C 1.3053 2.8844 -1.1402
N 1.6004 1.3008 -1.2914
C 0.6268 0.7518 -0.7476
N 0.8255 -0.7125 -0.8977
C 0.6464 -1.3730 0.6522
H -0.1654 -1.1910 1.0736
C 1.8883 -1.0314 1.5059
N 3.0860 -0.3511 0.5285
C 3.1894 -1.2705 -0.4279
C 1.9580 -1.1854 -1.5763
H 2.0973 -0.3818 -2.1334
H 1.7379 -2.0374 -1.8639
H 3.2870 -2.3209 -0.0609
H 4.1232 -0.8252 -1.2977
C 4.2473 0.0571 1.2612
H 4.0159 -0.1389 2.3504
C 4.4887 1.6321 0.7604
O 4.4171 1.5273 -0.4925
H 3.6366 1.3258 -0.8615
H 3.6894 2.2514 1.1448
H 5.3951 1.7720 1.0368
H 5.0622 -0.5637 1.0820
H 2.2137 -1.9989 1.9782
H 1.6076 -0.2626 2.1388
H 0.7197 -2.2172 0.3897
H 2.2518 3.4251 -1.5384
S -2.1541 3.1881 0.6835
C -2.4331 -0.6872 -0.5759
H -1.7684 -1.3580 -0.3178
H -2.5148 -0.7953 -1.5133
H -5.0179 2.2251 0.5202
H -4.4577 1.1794 1.7121
H -5.7509 -0.4172 0.3751
H -4.9801 0.2490 -1.2133
H -3.3509 -1.2642 1.1851
H -4.4034 -2.4708 -1.4099

Atoms 1-3, force components in eV/Å:
6.0 -0.4 -5.4
-4.8 -1.9 3.2
-0.4 -0.6 0.6

Atomic partial charges in e from the natural (NBO) method, atoms 1 to 6:
1. C -0.567
2. H 0.205
3. H 0.200
4. C -0.238
5. C -0.373
6. C -0.489

---

No. 3
ORCA calculation (ωB97M-V with the def2-TZVPD basis set) on a 2-piece molecular cluster, C5H16N3 overall.

* ΔE to the lowest compared entry with this formula, charge and spin: 7.91 kcal/mol
* frontier orbital gap: 11.64 eV
* total charge: +1
* highest occupied orbital energy: -14.7 eV

Geometry (Å):
C -1.4732 -1.2557 -0.9940
C -2.7827 -1.1106 -0.2014
C 0.8135 -0.9199 -0.0932
N -0.3725 -1.5087 -0.0687
N 1.2282 -0.3504 -1.2411
N 1.5455 -0.8019 1.0108
H -1.6338 -2.0846 -1.6814
H -1.2586 -0.3448 -1.5510
H -3.5980 -1.2821 -0.9030
H -2.8802 -0.1855 0.3605
H -0.5760 -2.0611 0.7525
H 1.0271 -0.8426 -2.0999
H 2.0686 0.2052 -1.2142
H 1.3286 -1.2859 1.8675
H 2.4479 -0.3588 0.9541
H -2.8134 -1.9400 0.5133
C -0.1677 2.6505 0.4251
C 1.1966 2.6311 1.0882
H -0.9195 2.2813 1.1154
H -0.5467 3.6338 0.1727
H -0.2054 1.9571 -0.4186
H 2.0233 2.9019 0.4223
H 1.3733 1.6906 1.6062
H 1.2967 3.3722 1.8861

Atoms 1-3, force components in eV/Å:
-0.9 0.2 0.2
0.5 -0.7 -0.1
-0.4 0.3 -0.3

Atomic partial charges in e from the natural (NBO) method, atoms 1 to 6:
1. C -0.230
2. C -0.609
3. C 0.685
4. N -0.548
5. N -0.780
6. N -0.755

---

No. 4
ORCA calculation (ωB97M-V with the def2-TZVPD basis set) on one molecule with the formula C4H6F3OP at a distorted geometry.

* ΔE to the lowest compared entry with this formula, charge and spin: 0.00 kcal/mol
* frontier orbital gap: 8.18 eV
* highest occupied orbital energy: -9.5 eV

Geometry (Å):
C -0.6826 -1.3570 -1.7311
C -0.7936 -0.9478 -0.1951
C -0.6688 0.5502 -0.0766
C 1.3360 0.9241 1.8239
O 0.5503 3.1112 0.1456
F 2.4221 1.4571 2.4902
F 1.7425 -0.3667 1.5418
F 0.4412 0.8742 2.7627
P 0.6421 1.6520 0.2362
H 0.2843 -1.0738 -2.1019
H -1.2249 -0.7730 -2.5278
H -0.9310 -2.4427 -1.8961
H -1.8162 -1.2780 0.0341
H -0.1158 -1.5512 0.3875
H -1.1857 1.2214 -0.8935

Atoms 1-3, force components in eV/Å:
-0.3 -0.1 -0.5
-1.1 0.2 -2.5
1.3 2.5 -1.7

Atomic partial charges in e from the natural (NBO) method, atoms 1 to 6:
1. C -0.609
2. C -0.468
3. C -0.583
4. C 0.694
5. O -0.991
6. F -0.331

---

No. 5
ORCA calculation (ωB97M-V with the def2-TZVPD basis set) on C13H9F6N4O8PbS2 as an isolated structure at a distorted geometry.

* ΔE to the lowest compared entry with this formula, charge and spin: 5.61 kcal/mol
* frontier orbital gap: 8.78 eV
* total charge: +1
* highest occupied orbital energy: -12.8 eV

Geometry (Å):
Pb -0.2357 -0.5876 -2.0600
O 4.1590 -3.9869 -1.6414
C 3.5056 -3.3690 -2.3716
O 2.8336 -2.7496 -3.0885
C 4.5241 4.4393 -1.7156
C 3.3863 4.4123 -1.2446
C 2.1744 4.3497 -0.4801
C 1.4317 3.2713 -0.1345
C 1.4960 1.9096 -0.5018
N 1.7163 1.1372 -1.3121
C -2.0370 -1.4614 3.0976
O -1.2543 -0.7679 3.6221
O -2.8947 -2.0935 2.6224
H 4.9938 4.7857 -2.6038
H 1.7686 5.3020 -0.1761
H 0.6569 3.5888 0.5362
F -4.3144 2.7044 -0.4754
C -3.2555 2.6656 0.2730
F -3.5983 2.8576 1.5272
F -2.3527 3.5454 -0.1362
S -2.3247 1.0021 0.2165
O -1.6572 0.9816 -1.1194
O -1.3769 1.1933 1.3062
N -3.4113 -0.0720 0.4714
S -3.5367 -1.3812 -0.3912
O -2.2743 -1.6604 -1.1554
O -4.1659 -2.4264 0.3234
C -4.6942 -0.9433 -1.6437
F -4.6887 -1.9410 -2.5471
F -4.2686 0.1839 -2.2185
F -5.9136 -0.8601 -1.0728
C 3.1977 -1.6424 2.4168
N 2.2945 -1.8516 1.2834
C 2.1152 -3.0409 0.6160
C 1.0821 -2.8131 -0.2374
N 0.5677 -1.5492 -0.0375
C 1.3137 -1.0403 0.9296
H 3.0296 -2.4097 3.1689
H 2.9854 -0.6452 2.8525
H 4.2533 -1.6956 2.0979
H 2.7444 -3.9025 0.7113
H 0.7301 -3.4530 -1.0591
H 1.2946 0.0140 1.3515

Atoms 1-3, force components in eV/Å:
-0.4 -0.1 0.5
-0.1 0.1 -0.2
0.1 -0.1 0.1

Atomic partial charges in e from the natural (NBO) method, atoms 1 to 6:
1. Pb 1.609
2. O -0.498
3. C 1.036
4. O -0.533
5. C -0.133
6. C -0.076

---

Look up the ΔE to the lowest compared entry with this formula, charge and spin of the second one. 338.01 kcal/mol

---

Which of these has the highest ΔE to the lowest compared entry with this formula, charge and spin? C17H24N4OS